C27H42BN9O8SSe3TeY | ωB97M-V with the def2-TZVPD basis set

## Properties
Frontier orbital gap = 5.98 eV
Highest occupied orbital energy = -4.07 eV
Net charge = -1
Calculated total energy = -274366.374 eV
Energy above the lowest of the compared OMol25 structures with the same formula, charge and spin = 34.6 kcal per mole
Strongest force on any atom = 1.2 eV/Å

```
93
Properties=species:S:1:pos:R:3:forces:R:3:lowdin_charge:R:1
Y 0.629883 0.508544 -0.947681 0.046 -0.804 -0.758 1.1587
Se 0.646896 3.350502 -1.473727 0.677 -0.072 -0.373 0.0499
Se 2.538077 3.112475 -2.966876 -0.658 -0.021 0.315 -0.1084
Te 2.140449 0.795506 -3.909179 0.141 0.301 -0.621 0.2747
Se 1.109084 1.157990 -6.178527 -0.024 -0.069 0.332 -0.3036
C -2.522888 3.620359 -0.234429 0.084 0.037 -0.101 -0.1903
C -3.478168 4.460493 0.650564 -0.012 0.094 -0.047 -0.1583
N -3.847258 3.722185 1.859186 -0.020 -0.031 -0.010 -0.1637
C -2.629022 3.450313 2.626228 0.030 0.046 0.097 -0.1574
C -1.588963 2.705309 1.755410 0.134 -0.014 -0.034 -0.1714
N -2.165263 2.373050 0.448202 -0.035 -0.023 0.095 -0.1437
C -3.392380 1.604052 0.662643 0.029 -0.095 0.031 -0.1555
C -4.429768 2.443511 1.450033 -0.080 -0.008 0.013 -0.1579
H -1.610989 4.177904 -0.454875 -0.034 -0.049 0.028 0.0289
H -2.976787 3.357605 -1.193039 -0.033 0.005 0.003 0.1152
H -4.392260 4.724234 0.112815 -0.012 -0.012 0.009 0.1094
H -2.998992 5.393293 0.957256 -0.015 0.000 0.020 0.1132
H -2.909282 2.857803 3.501275 -0.012 0.003 0.007 0.1118
H -2.230779 4.401655 2.988814 -0.017 0.004 -0.003 0.1113
H -1.257999 1.776786 2.228198 -0.039 0.011 -0.013 0.1001
H -0.694323 3.304529 1.573114 -0.013 0.003 0.027 0.1046
H -3.131003 0.697158 1.213681 -0.006 0.023 -0.050 0.1119
H -3.780271 1.300149 -0.311022 0.002 0.012 0.024 0.1076
H -4.767992 1.911421 2.343232 0.009 0.024 0.002 0.1103
H -5.312646 2.655549 0.841075 0.005 0.005 0.006 0.1108
O 5.230137 -6.545840 -2.715258 -0.042 0.032 -0.071 -0.0390
C 4.463979 -6.507232 -3.896566 0.170 -0.135 0.015 -0.2613
N 3.196979 -5.838344 -3.734396 -0.095 0.096 -0.068 0.0803
C 3.217749 -4.494523 -3.472772 0.020 0.099 0.077 -0.4249
O 4.266381 -3.876908 -3.436604 0.019 -0.002 -0.015 0.0875
C 1.896657 -3.835303 -3.235220 0.059 -0.205 -0.106 -0.0961
C 0.698660 -4.382365 -3.675064 -0.104 0.012 -0.003 -0.0108
C -0.483378 -3.718618 -3.396894 0.207 0.136 0.096 -0.0283
C -0.404847 -2.525676 -2.693948 -0.062 -0.167 0.039 -0.1426
N 0.738917 -1.975754 -2.289816 -0.060 0.119 0.027 0.0335
C 1.870327 -2.622755 -2.559198 -0.100 0.149 0.000 -0.0795
H 5.479839 -5.628054 -2.542397 0.034 0.005 0.063 0.0799
H 4.274864 -7.539625 -4.188315 -0.003 0.052 0.016 0.1243
H 5.018451 -5.999937 -4.690612 -0.112 -0.012 0.031 0.1288
H 2.408129 -6.369627 -3.407369 0.020 -0.036 0.002 0.1298
H 0.683644 -5.300066 -4.248810 0.023 -0.025 -0.005 0.1131
H -1.444208 -4.098269 -3.711798 -0.013 -0.029 -0.024 0.1096
H -1.301102 -1.982918 -2.437410 -0.067 0.029 0.038 0.0744
H 2.781645 -2.155002 -2.216621 0.085 -0.102 -0.064 0.1095
N 0.897815 -2.298792 1.791713 -0.036 -0.149 0.145 0.1227
C -0.387113 -2.135821 1.459669 0.626 0.361 -0.549 -0.6855
N -0.821967 -1.548552 0.362239 -1.014 -0.208 0.546 0.0836
C -2.233157 -1.719120 0.317435 0.351 0.113 -0.132 -0.2955
C -3.093613 -1.296072 -0.695039 -0.008 -0.003 0.001 -0.0616
C -4.450329 -1.551314 -0.601065 -0.050 -0.032 0.050 -0.0902
C -4.995638 -2.208163 0.499935 0.013 0.085 -0.122 -0.1016
C -4.165879 -2.620013 1.525055 0.017 -0.032 0.040 -0.1059
C -2.804515 -2.381010 1.412934 -0.130 -0.022 -0.054 -0.4930
S -1.565099 -2.840864 2.527136 -0.166 -0.127 0.223 1.0910
H 1.600939 -1.765303 1.283743 -0.004 0.011 -0.071 0.0515
H 1.092886 -2.449476 2.766501 0.042 0.030 -0.003 0.0959
H -2.723939 -0.711334 -1.520391 0.139 -0.031 -0.061 0.0773
H -5.097104 -1.204618 -1.396786 -0.034 -0.007 -0.006 0.1047
H -6.060066 -2.389052 0.560327 -0.025 0.001 -0.008 0.0965
H -4.572841 -3.127407 2.389665 0.045 -0.015 0.042 0.1024
N -1.609766 0.004200 -4.535720 0.242 0.353 0.218 0.1459
C -1.374912 0.885566 -3.511524 -0.140 -0.672 0.179 -0.6945
N -1.384343 2.180300 -3.812863 0.082 0.157 -0.001 0.1618
O -1.239821 0.445292 -2.324844 -0.055 0.410 -0.374 -0.2293
H -1.152969 0.316714 -5.401834 -0.025 -0.108 0.006 -0.0288
H -1.301964 -0.920669 -4.282852 0.001 -0.110 -0.088 0.0630
H -1.104334 2.391430 -4.769956 -0.019 0.070 0.179 0.0600
H -0.999596 2.789242 -3.078035 0.109 -0.063 -0.185 -0.0296
C 3.855645 2.554839 2.728604 -0.004 0.044 0.042 -0.0081
C 2.344930 2.476277 2.915477 -0.087 0.056 -0.076 -0.4661
C 1.832332 3.798870 3.473507 0.059 0.077 0.031 -0.0141
O 1.774628 2.330540 1.604535 0.001 -0.054 0.155 -0.0135
B 1.144817 1.102030 1.432272 0.227 0.277 0.904 -0.6262
O 1.190989 0.421325 2.667075 -0.049 -0.006 -0.138 -0.0004
C 1.838075 1.203527 3.684165 0.013 -0.020 0.024 -0.4699
C 0.787240 1.487270 4.753839 0.005 -0.003 0.027 -0.0164
C 2.944160 0.337307 4.276653 0.000 0.024 0.095 -0.0150
H 4.073989 3.383914 2.055810 -0.027 0.017 -0.021 0.0965
H 4.250880 1.652450 2.269292 0.002 -0.060 -0.036 0.0752
H 4.372617 2.736164 3.672563 0.011 -0.028 0.060 0.0863
H 2.153796 4.601602 2.809440 -0.002 -0.007 -0.027 0.0942
H 2.222784 4.008505 4.471810 0.040 -0.061 0.024 0.0880
H 0.745321 3.819903 3.520000 -0.028 0.001 -0.027 0.0702
H -0.066710 2.019252 4.338045 -0.027 -0.004 -0.033 0.0727
H 1.184250 2.072081 5.584961 0.067 0.024 0.000 0.0879
H 0.429023 0.536074 5.149310 -0.021 -0.028 -0.006 0.0866
H 3.616692 -0.026769 3.503926 0.016 -0.008 -0.068 0.0828
H 2.495337 -0.524482 4.773832 -0.037 -0.038 -0.024 0.0820
H 3.532438 0.873576 5.022957 -0.004 0.082 0.014 0.0878
O 3.127853 0.654388 -0.937707 -0.090 0.442 0.129 -0.2030
N 3.354658 -0.288756 -0.144560 0.006 -0.075 -0.298 -0.5429
O 4.347489 -0.350632 0.542072 -0.074 -0.088 0.029 0.0839
O 2.453914 -1.189979 -0.126623 -0.085 0.036 0.195 -0.1554
```
Forces are in eV/Å.

***

C2H5IN2 | ωB97M-V with the def2-TZVPD basis set

## Properties
Frontier orbital gap = 8.86 eV
Highest occupied orbital energy = -8.33 eV
Calculated total energy = -13232.506 eV
Energy above the lowest of the compared OMol25 structures with the same formula, charge and spin = 44.9 kcal per mole
Strongest force on any atom = 4.4 eV/Å

```
10
Properties=species:S:1:pos:R:3:forces:R:3:lowdin_charge:R:1
C -1.650083 -0.645682 -0.081897 -0.583 2.890 1.782 -0.0551
C -0.325710 -0.022557 -0.063500 1.560 0.988 -1.136 -0.0158
N 1.867985 0.951826 -0.011211 0.629 0.970 -0.350 -0.0170
N 0.673663 0.598227 -0.130031 -3.123 -3.048 0.817 -0.1355
I 5.324503 0.252948 0.036788 2.017 -0.617 -0.565 0.4249
H -2.110742 -0.160568 0.841313 -0.148 -0.641 -1.260 0.1077
H -2.295001 -0.515350 -0.943149 0.271 0.421 -0.293 0.0770
H -1.645980 -1.652607 0.146686 0.522 -2.198 0.409 0.0467
H 3.945539 0.721909 0.490487 -1.882 0.508 0.539 -0.4776
H 1.782159 1.956289 0.012713 0.738 0.727 0.056 0.0448
```
Forces are in eV/Å.

***

C4H5N3O3S | ωB97M-V with the def2-TZVPD basis set

## Properties
Frontier orbital gap = 10.48 eV
Highest occupied orbital energy = -11.61 eV
Structure (SMILES) = CS(=O)(=O)O.N#CC(=N)C#N
Calculated total energy = -25674.303 eV
Energy above the lowest of the compared OMol25 structures with the same formula, charge and spin = 34.8 kcal per mole
Strongest force on any atom = 3.5 eV/Å

```
16
Properties=species:S:1:pos:R:3:forces:R:3:lowdin_charge:R:1
C 1.215977 0.760410 -1.125950 0.792 0.380 -0.125 -0.1727
C 2.204462 -0.743571 0.553643 -0.785 -0.002 -0.405 -0.1605
C -1.926713 -1.414144 -0.015457 -0.561 1.560 -0.036 -0.0761
C 2.226549 0.559521 -0.148118 2.267 -1.415 2.281 -0.3516
N 0.524324 0.930866 -2.010284 -0.895 0.275 -1.241 0.2162
N 2.097365 -1.772338 1.054721 0.334 0.215 -0.061 0.1878
N 3.160675 1.371606 0.084798 -1.729 1.606 -2.158 0.2276
O -2.397799 0.703132 1.724537 -0.688 -0.194 -0.685 -0.2577
O -2.039917 1.241864 -0.712259 -1.113 -1.073 2.101 -0.1641
O -0.201256 0.336988 0.730975 -1.140 0.514 0.218 -0.3704
S -1.650927 0.314177 0.577012 1.646 -0.265 -0.943 0.6383
H -0.886278 -1.744907 -0.079487 -0.485 -0.413 0.197 0.0533
H -2.547232 -1.829744 0.789026 0.346 -0.406 -0.505 0.0681
H -2.406427 -1.415246 -1.020932 0.194 0.028 0.955 0.0807
H -1.238396 1.500943 -1.150825 1.152 0.191 -0.704 0.0108
H 3.865597 1.200449 0.748606 0.664 -1.002 1.112 0.0705
```
Forces are in eV/Å.